A cluster of 10 separate species, C6H32NO10 in total at a distorted geometry, computed with ωB97M-V/def2-TZVPD.

Structure (XYZ):
```
49
Properties=species:S:1:pos:R:3:nbo_charge:R:1
O 0.15 -2.40 -0.02 -0.7432
O -1.62 -0.24 -3.46 -0.9506
O 2.56 -1.04 -0.24 -0.9694
O -3.52 1.88 0.53 -0.9590
O 1.74 -3.65 2.18 -0.9525
O -1.15 3.18 -0.44 -0.9556
O 1.26 -1.99 -2.47 -0.9829
O 0.61 1.59 -2.75 -0.9689
O 3.41 2.16 -3.44 -0.9379
O -3.62 -1.02 0.89 -0.9729
N 0.32 0.41 -0.11 -0.7413
C 1.16 1.44 2.93 -0.2046
C 2.32 0.81 2.82 -0.3901
C -0.87 -0.32 0.58 -0.0546
C -0.32 -0.49 2.01 -0.4415
C -1.08 -1.66 -0.15 -0.1295
C -0.19 0.79 2.84 -0.4633
H -0.68 3.97 -0.72 0.4956
H -2.83 2.49 0.25 0.4903
H 1.27 -4.47 1.99 0.4853
H -4.06 1.78 -0.26 0.4775
H 0.84 0.76 -3.17 0.4925
H -0.90 1.47 2.34 0.2095
H -1.72 3.09 -1.21 0.4759
H 1.05 0.89 0.42 0.4525
H 3.28 1.24 3.08 0.2193
H 0.13 -2.71 0.89 0.4918
H -0.88 -1.31 2.49 0.2308
H 0.39 -1.86 -2.11 0.4875
H -1.67 0.41 0.66 0.2392
H 2.96 -1.61 -0.89 0.4997
H 2.47 -0.19 2.44 0.1874
H 1.41 -2.37 -3.33 0.4993
H -4.57 -1.08 1.04 0.4835
H -2.44 0.14 -3.79 0.4784
H 1.09 2.21 -3.31 0.4789
H 1.43 -3.34 3.03 0.4795
H 2.18 -1.63 0.42 0.4872
H 1.19 2.48 3.26 0.2214
H 3.70 1.66 -2.67 0.4819
H 0.65 -1.01 2.05 0.2117
H -0.71 0.68 3.78 0.2520
H -1.45 -1.59 -1.17 0.2141
H -3.45 -0.07 1.03 0.4882
H -1.52 -0.98 -4.07 0.4755
H 0.76 -0.31 -0.68 0.4710
H -1.85 -2.20 0.39 0.2392
H 2.88 2.90 -3.15 0.4599
H -0.10 1.10 -0.75 0.4613
```

Properties
- HOMO: -12.7 eV
- Calculated total energy: -28699.46858 eV
- Energy above the lowest of the compared OMol25 structures with the same formula, charge and spin: 184.1 kJ/mol
- Total charge: +1
- Largest force on an atom: 0.058 hartree/bohr
- HOMO-LUMO gap: 9.965 eV



An isolated molecule of C19H31NO2, computed with ωB97M-V/def2-TZVPD.

Structure (XYZ):
```
53
Properties=species:S:1:pos:R:3:nbo_charge:R:1
O -0.56 0.35 3.47 -0.5355
O 1.97 0.17 1.67 -0.5069
N -1.99 3.17 1.61 -0.4387
C 1.63 -3.01 -3.05 -0.0758
C -4.13 2.93 0.53 -0.4348
C -1.92 2.12 2.62 -0.2354
C -2.60 2.74 0.36 -0.2291
C 2.84 -2.68 -3.92 -0.5941
C 1.61 -4.52 -2.81 -0.6040
C -0.76 1.18 2.33 -0.0693
C -2.80 4.31 2.00 -0.2182
C 1.74 -0.83 -1.79 -0.1485
C 1.87 -0.67 0.60 0.2925
C -4.26 3.95 1.67 -0.4327
C 1.82 -0.05 -0.66 -0.0600
C 1.72 -2.22 -1.75 -0.0577
C 0.34 -2.62 -3.78 -0.5941
C 1.85 -2.06 0.66 -0.3136
C 0.30 -0.73 3.24 -0.0922
C 1.84 1.45 -0.74 -0.6266
C 1.78 -2.81 -0.50 -0.1538
C 1.76 -0.33 2.97 -0.0986
H -4.83 4.83 1.37 0.2112
H -4.58 3.29 -0.40 0.2111
H 1.76 -3.89 -0.39 0.2044
H 2.42 -1.18 3.18 0.1762
H -0.07 -1.34 2.40 0.1760
H 0.25 -1.33 4.16 0.1954
H 2.52 -4.85 -2.32 0.2090
H 1.70 -0.32 -2.75 0.1959
H 0.14 1.78 2.13 0.1839
H -4.74 3.51 2.53 0.2031
H -2.47 5.16 1.39 0.1890
H -2.33 1.71 0.12 0.2023
H 1.90 -2.57 1.61 0.2117
H -1.73 2.59 3.59 0.2055
H -2.23 3.39 -0.43 0.1926
H 2.87 -1.62 -4.17 0.2057
H 0.25 -3.19 -4.71 0.2046
H -0.53 -2.84 -3.16 0.2106
H -4.61 1.99 0.79 0.2046
H 2.69 1.84 -0.19 0.2255
H 0.75 -4.82 -2.22 0.2086
H 0.94 1.86 -0.28 0.2240
H -2.64 4.56 3.05 0.2031
H 0.32 -1.57 -4.03 0.2056
H 1.90 1.78 -1.77 0.2100
H 1.54 -5.04 -3.77 0.2105
H -2.85 1.54 2.70 0.1661
H 2.81 -3.25 -4.85 0.2044
H -0.97 0.55 1.45 0.1587
H 2.02 0.50 3.63 0.2068
H 3.76 -2.93 -3.40 0.2114
```

Properties
- HOMO: -8.1 eV
- Calculated total energy: -25790.63365 eV
- Energy above the lowest of the compared OMol25 structures with the same formula, charge and spin: 154.0 kJ/mol
- Total charge: 0
- SMILES: Cc1cc(C(C)(C)C)ccc1OCCOCCN1CCCC1
- Largest force on an atom: 0.013 hartree/bohr
- HOMO-LUMO gap: 8.904 eV



A cluster of 2 separate species, C4H8O in total at a distorted geometry, computed with ωB97M-V/def2-TZVPD.

Structure (XYZ):
```
13
Properties=species:S:1:pos:R:3:nbo_charge:R:1
O -1.50 1.83 1.45 -0.6792
C 0.94 -0.80 -1.51 -0.7024
C -0.07 -1.51 0.66 -0.5443
C 0.23 -0.58 -0.20 0.0343
C -0.67 1.79 0.41 0.0317
H -0.74 -1.35 1.59 0.1980
H 0.38 -2.51 0.66 0.1913
H 1.48 -1.69 -1.36 0.2171
H -1.34 1.90 -0.45 0.1780
H 0.27 2.21 0.53 0.1574
H 1.86 -0.10 -1.67 0.2081
H 0.29 -0.63 -2.33 0.2302
H -1.13 1.46 2.23 0.4800
```

Properties
- HOMO (alpha / beta): -8.0 / -7.7 eV
- Calculated total energy: -6320.02685 eV
- Energy above the lowest of the compared OMol25 structures with the same formula, charge and spin: 496.0 kJ/mol
- Total charge: 0
- Largest force on an atom: 0.082 hartree/bohr
- HOMO-LUMO gap (alpha / beta): 8.803 / 8.231 eV